*A*
DFT (ωB97M-V with the def2-TZVPD basis set) results for a gas-phase ion, C4H11N2S (charge -1).

Structure (ORCA input):
```
! wB97M-V def2-TZVPD RIJCOSX def2/J DEFGRID3
* xyz -1 1
N 1.9896 -0.9738 -1.8848
C 1.7976 -1.4253 -0.4979
N 1.0716 -0.5644 0.3686
C -0.3818 -0.3364 0.1606
C -0.8091 0.9925 0.7200
C -2.3009 1.1347 0.7446
S -2.9853 2.4958 1.8278
H 2.5608 -0.1259 -1.8723
H 1.1133 -0.5446 -2.1835
H 1.4160 -2.4426 -0.5035
H 2.8050 -1.3269 -0.0234
H 1.4847 0.3507 0.5192
H -0.6042 -0.5162 -0.9090
H -0.8657 -1.1014 0.7866
H -0.2630 1.8628 0.2246
H -0.4971 0.9966 1.7965
H -2.7350 1.3346 -0.2770
H -2.7964 0.1900 1.0029
*
```

Summary:
structure (SMILES): NCNCCC[S-]
LUMO energy: 0.128 Ha
HOMO-LUMO gap: 5.79 eV



*B*
DFT (ωB97M-V with the def2-TZVPD basis set) results for a molecular structure, C4H11N2S.

Structure (ORCA input):
```
! wB97M-V def2-TZVPD RIJCOSX def2/J DEFGRID3
* xyz -1 1
N -3.5328 0.4801 0.2390
C -2.4084 0.0499 -0.3336
C 2.5712 0.6503 1.1045
S 3.5277 -0.0770 -0.1745
C -1.0738 0.5672 -0.1802
N -0.1444 -0.0101 -1.1596
C 0.3671 -1.3381 -0.7114
H -3.6465 1.4440 -0.0780
H 1.8805 1.4402 0.8075
H -2.4402 -0.7386 -1.0882
H 1.9218 -0.1518 1.5541
H 3.0883 1.0162 2.0317
H -0.9510 1.5718 0.2070
H -1.4490 -0.3160 0.5687
H 0.6809 0.5882 -1.1265
H -0.2145 -1.7172 0.1373
H 0.4474 -2.0929 -1.5028
H 1.3757 -1.3662 -0.2949
*
```

Summary:
LUMO energy: 0.136 Ha
HOMO-LUMO gap: 6.33 eV



*C*
DFT (ωB97M-V with the def2-TZVPD basis set) results for 2 unconnected molecules or ions with the total composition C4H11N2S.

Structure (ORCA input):
```
! wB97M-V def2-TZVPD RIJCOSX def2/J DEFGRID3
* xyz -1 1
C 3.0179 0.0211 0.4771
C 2.1041 0.6340 1.5551
S 0.4248 -0.0112 1.5393
H 2.6552 0.3167 -0.5119
H 2.9168 -1.0631 0.5012
H 4.0443 0.3685 0.6256
H 2.1015 1.7207 1.4140
H 2.6218 0.4593 2.5085
C -2.7166 -0.5781 0.4117
N -2.4475 -0.4914 -1.0135
C -1.3184 0.0409 -1.5297
N -1.2121 0.2113 -2.8072
H -3.7585 -0.3375 0.6151
H -2.4068 -1.5375 0.8188
H -2.1123 0.1724 0.9186
H -3.1103 -0.7773 -1.7269
H -0.5190 0.2644 -0.8089
H -0.2849 0.5866 -2.9871
*
```

Summary:
LUMO energy: 0.145 Ha
HOMO-LUMO gap: 6.65 eV



It comes down to *C*, which is 0.509 eV more stable than the next structure.